One molecule with the formula C5H10NP in a non-equilibrium geometry. Source: the OMol25 dataset; level of theory: ωB97M-V with the def2-TZVPD basis set.

The calculation puts the highest occupied orbital energy (spin up / spin down) at -6.59 / -7.42 eV. As for the net charge: 0. For the energy above the lowest of the compared OMol25 structures with the same formula, charge and spin, the calculation gives 424.2 kJ/mol. The calculation puts the calculated total energy at -16120.51205 eV. Its SMILES is C=C=[PH]=CNCC. For the HOMO-LUMO gap (spin up / spin down), the calculation gives 6.07 / 7.72 eV.

Atoms and positions in Å:
H 2.954 0.938 1.092
H 1.851 1.740 0.026
C 2.027 0.818 0.525
C 2.007 -0.343 -0.504
H 2.484 -1.252 -0.059
C -0.222 -1.445 -0.226
H 1.214 0.627 1.136
H -3.935 0.921 0.983
C -3.119 -0.238 -0.597
H 2.736 -0.060 -1.239
P -1.743 -0.770 0.485
H 0.254 -2.292 0.343
H -5.094 0.575 -0.577
C -4.074 0.471 0.029
N 0.616 -0.627 -0.841
H -2.273 -1.930 1.033
H 0.031 0.198 -1.103

=====

A 14-piece molecular cluster, C17H7BCl53O overall in a non-equilibrium geometry. Source: the OMol25 dataset; level of theory: ωB97M-V with the def2-TZVPD basis set.

The calculation puts the highest occupied orbital energy at -3.10 eV. As for the net charge: -1. The calculation puts the calculated total energy at -684151.51382 eV. For the HOMO-LUMO gap, the calculation gives 4.46 eV.

Atoms and positions in Å:
Cl -4.058 5.401 -5.759
Cl 4.722 6.637 -3.237
C -0.724 3.603 -3.145
Cl -1.716 6.276 -7.197
Cl -0.497 -6.553 -0.200
Cl -6.221 -1.906 9.235
C -1.309 -3.300 2.495
Cl 0.049 -0.934 -3.542
Cl -0.868 -1.690 3.039
O -1.729 1.840 0.415
Cl -3.532 8.214 -6.088
H -0.470 0.741 4.003
C -0.519 -8.312 -0.051
Cl 4.273 -7.867 -5.054
Cl 12.453 4.399 -1.864
Cl -2.716 -2.109 11.245
Cl 3.988 7.606 -8.393
Cl 0.794 3.675 -2.276
C 0.282 2.893 1.595
H -1.295 2.400 3.737
Cl -2.368 -5.881 -2.837
H -2.137 1.880 1.294
Cl -1.795 -2.741 6.940
Cl 4.001 4.721 -1.199
C -3.518 -5.656 -4.155
C -7.732 -2.741 9.590
C 2.259 7.821 -8.671
Cl -1.949 4.543 -2.294
Cl 0.037 -4.424 2.759
B -0.352 1.881 0.598
Cl -4.890 -3.762 12.125
Cl -1.704 -3.270 0.771
Cl -1.846 -8.990 -0.992
Cl 6.626 4.637 -2.403
Cl 9.603 3.989 -1.690
Cl -0.528 4.251 -4.790
Cl 2.144 -7.102 -3.266
C 0.517 0.800 -0.156
Cl -1.021 -0.103 6.058
C 10.877 4.922 -2.471
Cl -1.235 1.913 -3.229
H -0.075 0.198 -0.842
C 4.903 4.964 -2.680
H 1.361 1.232 -0.696
Cl -4.759 -1.003 12.938
Cl -2.506 -0.442 8.524
Cl 0.097 -3.787 -3.160
Cl 1.977 -6.439 -6.064
Cl -5.127 -5.371 -3.486
Cl 1.825 -2.574 -5.132
Cl 10.650 6.636 -2.119
Cl 10.806 4.666 -4.217
H 0.935 0.132 0.603
Cl -8.181 -2.471 11.279
Cl 1.781 3.721 0.839
Cl 1.012 -8.971 -0.636
C -1.267 -1.130 7.457
Cl -7.524 -4.475 9.316
C 1.074 -2.361 -3.547
Cl 2.330 -2.184 -2.321
Cl -3.036 -4.278 -5.142
C -0.462 1.733 3.570
C 3.072 -6.620 -4.687
H 1.608 1.797 2.930
Cl -2.888 -2.913 14.025
C -3.803 -2.450 12.585
Cl 4.303 3.872 -3.934
Cl 0.243 -1.283 8.369
C -3.411 6.624 -6.847
Cl -4.332 6.624 -8.358
Cl -3.549 -7.117 -5.154
Cl -9.009 -2.129 8.537
Cl 1.913 7.651 -10.396
Cl -2.723 -3.877 3.396
C 0.581 2.125 2.734
Cl 1.361 6.603 -7.768
Cl -0.727 -8.743 1.651
Cl 3.878 -5.089 -4.376
Cl 1.770 9.430 -8.131

=====

calculated total energy of number 1 (C5H10NP)?
-16120.51205 eV